[1]
The following is a quantum chemistry calculation of a 2-piece molecular cluster, C4H12NS overall, from the OMol25 dataset.

## Properties
Energy relative to the best compared isomer or geometry (same formula, charge and spin): 93.87 kJ/mol
LUMO: 3.631 eV
Orbital gap: 5.724 eV

```
! RIJCOSX wB97M-V def2-TZVPD def2/J DEFGRID3
* xyz -1 1
C 0.009 -2.502 0.738
N -0.625 -1.208 0.648
C 0.380 -0.175 0.341
C -1.646 -1.205 -0.383
H 0.731 -2.508 1.557
H 0.548 -2.795 -0.183
H -0.733 -3.274 0.975
H -0.060 0.820 0.314
H 1.160 -0.162 1.102
H 0.840 -0.353 -0.637
H -2.113 -0.221 -0.423
H -2.406 -1.954 -0.131
H -1.230 -1.442 -1.379
C 0.947 3.490 -0.487
S 2.152 2.163 -0.849
H 1.339 4.476 -0.749
H 0.012 3.325 -1.035
H 0.694 3.527 0.581
*
```



[2]
The following is a quantum chemistry calculation of an isolated molecule of C3H8OSi at a distorted geometry, from the OMol25 dataset.

## Properties
Structure (SMILES): C=CC[SiH2]O
Energy relative to the best compared isomer or geometry (same formula, charge and spin): 72.62 kJ/mol
LUMO: 0.795 eV
Orbital gap: 10.147 eV

```
! RIJCOSX wB97M-V def2-TZVPD def2/J DEFGRID3
* xyz 0 1
C 1.086 0.604 -1.461
C 0.678 1.325 -0.408
C 0.090 0.624 0.756
O -1.354 -1.359 1.908
Si -0.813 -1.066 0.435
H 1.458 0.842 -2.350
H 1.015 -0.526 -1.329
H 0.597 2.378 -0.618
H -0.642 1.328 1.178
H -1.577 -0.684 2.537
H 0.892 0.364 1.489
H -1.755 -0.882 -0.599
H -0.070 -2.220 0.104
*
```



[3]
The following is a quantum chemistry calculation of a 6-piece molecular cluster, C19H29INO17 overall at a distorted geometry, from the OMol25 dataset.

## Properties
LUMO: 1.748 eV
Orbital gap: 4.336 eV

```
! RIJCOSX wB97M-V def2-TZVPD def2/J DEFGRID3
* xyz -1 1
O -1.662 2.945 1.470
O -0.978 2.082 2.386
C 0.493 2.309 2.312
N 1.219 1.152 2.155
C 0.832 0.433 0.979
C 0.731 -1.055 1.333
C -0.495 -1.387 2.165
I -0.281 -1.060 4.273
H -1.624 2.496 0.614
H 0.776 2.760 3.265
H 0.653 3.078 1.525
H 1.625 0.490 0.189
H -0.096 0.785 0.506
H 1.609 -1.240 1.941
H 0.830 -1.710 0.468
H -1.351 -0.828 1.813
H -0.723 -2.439 2.072
C -2.175 7.064 2.823
C -1.576 6.269 1.685
O -0.353 6.984 1.433
C -0.009 7.645 2.553
O 1.028 8.202 2.729
O -1.013 7.607 3.466
H -2.749 6.454 3.516
H -2.796 7.894 2.477
H -1.341 5.241 1.965
H -2.200 6.258 0.796
C 1.823 0.269 -4.350
C 1.120 1.112 -3.305
O 0.511 0.120 -2.477
C 1.202 -1.023 -2.607
O 1.050 -1.976 -1.915
O 2.091 -0.942 -3.633
H 2.748 0.710 -4.711
H 1.179 0.037 -5.201
H 1.812 1.697 -2.697
H 0.366 1.773 -3.724
C 1.622 -4.806 -2.977
C 2.321 -4.923 -4.312
O 2.198 -6.323 -4.606
C 1.137 -6.802 -3.920
O 0.671 -7.888 -4.080
O 0.677 -5.892 -3.042
H 1.123 -3.854 -2.839
H 2.296 -4.978 -2.137
H 1.819 -4.355 -5.098
H 3.367 -4.631 -4.276
C 1.151 6.771 6.174
C 0.441 7.659 7.169
O 0.162 6.755 8.243
C 1.058 5.734 8.178
O 1.205 4.918 9.027
O 1.759 5.788 7.022
H 1.907 7.295 5.595
H 0.462 6.275 5.490
H 1.080 8.462 7.544
H -0.478 8.088 6.778
C -2.923 -8.701 -4.484
C -1.875 -9.200 -5.451
O -2.482 -10.396 -5.966
C -3.823 -10.287 -5.820
O -4.618 -11.032 -6.295
O -4.135 -9.213 -5.057
H -2.962 -7.618 -4.414
H -2.801 -9.119 -3.484
H -1.706 -8.509 -6.279
H -0.927 -9.421 -4.974
*
```



[4]
The following is a quantum chemistry calculation of a 2-piece molecular cluster, C2H6P2S overall at a distorted geometry, from the OMol25 dataset.

## Properties
Energy relative to the best compared isomer or geometry (same formula, charge and spin): 259.27 kJ/mol
LUMO (spin up / spin down): -1.629 / -1.492 eV
Orbital gap (spin up / spin down): 6.716 / 7.319 eV

```
! RIJCOSX wB97M-V def2-TZVPD def2/J DEFGRID3
* xyz 0 1
C 0.153 -0.197 -2.277
C 0.342 0.561 2.616
P -0.936 -0.798 -0.881
P -2.367 -2.013 -1.541
S 0.824 0.971 0.906
H -0.049 0.943 -2.501
H 1.275 -0.161 -1.972
H 0.012 -0.695 -3.126
H 0.505 1.496 3.163
H 0.887 -0.418 3.008
H -0.645 0.311 2.604
*
```



[5]
The following is a quantum chemistry calculation of an isolated molecule of CH3FO2S at a distorted geometry, from the OMol25 dataset.

## Properties
Structure (SMILES): O=[SH](=O)CF
Energy relative to the best compared isomer or geometry (same formula, charge and spin): 151.32 kJ/mol
LUMO: 0.056 eV
Orbital gap: 11.531 eV

```
! RIJCOSX wB97M-V def2-TZVPD def2/J DEFGRID3
* xyz 0 1
C 0.779 0.167 0.468
O -1.869 0.532 0.408
O -0.801 -1.682 -0.238
F 1.499 0.686 -0.655
S -0.781 -0.232 -0.246
H 0.689 1.085 1.181
H 1.262 -0.771 0.805
H -0.779 0.216 -1.723
*
```



[6]
The following is a quantum chemistry calculation of C4H2F12K3O13S4 as an isolated structure at a distorted geometry, from the OMol25 dataset.

## Properties
LUMO: 0.461 eV
Orbital gap: 6.060 eV

```
! RIJCOSX wB97M-V def2-TZVPD def2/J DEFGRID3
* xyz -1 1
K -3.602 -0.958 -3.721
K 3.329 3.041 0.090
K 2.862 -2.164 -1.204
C 1.565 -2.118 3.788
F 2.426 -1.905 4.800
F 1.448 -3.453 3.562
F 0.357 -1.678 4.161
S 2.232 -1.369 2.175
O 3.586 -1.882 2.154
O 1.332 -1.958 1.181
O 2.111 0.079 2.316
C -3.584 -0.030 2.904
F -3.274 0.298 1.603
F -3.761 -1.359 2.957
F -2.525 0.349 3.650
S -5.101 0.888 3.516
O -4.595 2.248 3.640
O -6.132 0.662 2.525
O -5.360 0.204 4.784
C 3.143 1.452 -4.852
F 3.518 0.477 -5.666
F 3.403 2.619 -5.410
F 1.847 1.377 -4.640
S 4.090 1.249 -3.225
O 3.325 0.264 -2.481
O 5.448 0.842 -3.570
O 4.001 2.558 -2.579
C 0.303 1.342 -1.102
F -0.581 2.017 -0.384
F 0.773 2.184 -2.046
F 1.384 0.959 -0.406
S -0.511 -0.195 -1.762
O -1.422 0.282 -2.817
O 0.552 -0.979 -2.363
O -1.139 -0.747 -0.567
O -3.820 -1.775 -0.648
H -4.563 -1.555 -0.072
H -3.064 -1.265 -0.290
*
```



Calculated total energy
In order: -612.53518 -483.81496 -2372.85885 -1160.55547 -688.34920 -5723.02414
Unit: Ha